Entry 1:
A 7-piece molecular cluster, C46H104N6O7 overall at a distorted geometry, computed with ωB97M-V/def2-TZVPD.

Properties
Maximum force (Eh/bohr): 0.042
Frontier orbital gap (eV): 8.4
HOMO (eV): -7.92
Lowest unoccupied orbital energy (eV): 0.496
2S+1: 1
SMILES string: CC1(C)CCCC(C)(C)N1O.CC1(C)CCCC(C)(C)N1O.CC1(C)CCCC(C)(C)N1O.CC1(C)CCCC(C)(C)N1O.COC[C@H](C)N.COC[C@H](C)N.CCO

Each line ends with the Mulliken charge.
Geometry (Å):
C  -1.610966  4.107829  0.832784  -1.00
C  -2.683697  5.046466  0.253962  2.16
C  -2.047716  6.404775  0.144980  -1.95
C  -3.074135  4.575929  -1.123167  -0.53
C  -3.965957  3.347628  -1.060350  0.23
C  -5.204812  3.705372  -0.281293  -1.76
C  -4.874677  4.139167  1.141008  1.79
C  -6.149648  4.729015  1.682334  -1.86
C  -4.519550  2.887214  1.994340  -1.53
N  -3.835471  5.120437  1.109131  0.29
O  -3.521909  5.616410  2.416307  -0.49
H  -1.981700  3.091204  0.975095  -0.09
H  -0.735249  4.058062  0.186544  -0.09
H  -1.327477  4.489174  1.816973  0.50
H  -1.792981  6.794603  1.135352  0.48
H  -1.133427  6.367910  -0.445297  0.10
H  -2.735164  7.142178  -0.284603  0.49
H  -3.634533  5.326075  -1.692439  0.62
H  -2.193504  4.288172  -1.701112  -0.64
H  -4.234488  2.970410  -2.050023  0.58
H  -3.478075  2.503899  -0.551937  -0.51
H  -5.872666  2.844554  -0.234703  0.48
H  -5.693406  4.523599  -0.817718  0.34
H  -6.847561  3.936175  1.916779  0.42
H  -6.527135  5.513924  1.030204  0.41
H  -5.901840  5.242877  2.622339  0.44
H  -3.536373  2.910836  2.456281  0.23
H  -4.485399  1.992690  1.353382  0.20
H  -5.286504  2.677249  2.738981  0.39
H  -3.855412  6.521813  2.423467  0.37
C  1.247903  4.733153  -1.962076  -1.28
C  2.027290  4.553103  -3.272039  1.97
C  3.124849  5.592528  -3.290142  -2.04
C  2.764994  3.224470  -3.260281  -1.47
C  1.954461  1.978465  -3.592832  0.41
C  1.135568  2.208813  -4.868255  -1.74
C  0.373544  3.527046  -4.892582  2.17
C  0.033436  3.812177  -6.351456  -2.13
C  -0.916265  3.377012  -4.071959  -1.49
N  1.220237  4.620926  -4.465973  0.22
O  0.541454  5.887340  -4.558829  -0.49
H  0.432875  4.054632  -1.733962  -0.13
H  1.949276  4.730834  -1.121745  0.30
H  0.843617  5.756033  -1.967295  0.46
H  3.678838  5.598026  -2.350072  0.30
H  3.853426  5.409109  -4.085337  0.49
H  2.742764  6.603601  -3.469724  0.43
H  3.540730  3.253891  -4.037896  0.61
H  3.284883  3.093135  -2.308292  -0.05
H  2.696942  1.200612  -3.757892  0.59
H  1.315125  1.693420  -2.751454  -0.51
H  0.391319  1.398885  -4.869285  0.47
H  1.760714  2.013563  -5.740920  0.37
H  -0.496405  4.765511  -6.470199  0.42
H  -0.532494  3.021132  -6.841117  0.36
H  0.953980  3.968993  -6.930009  0.50
H  -0.652758  3.027397  -3.073478  -0.23
H  -1.587359  2.659059  -4.541444  0.46
H  -1.412986  4.344807  -3.993541  0.46
H  0.939555  6.315042  -5.326055  0.36
C  2.282928  -7.298655  -1.134752  -2.14
C  0.935474  -6.747669  -1.567493  1.99
C  0.140929  -7.902686  -2.232375  -1.65
C  0.255162  -6.218729  -0.318008  -1.53
C  -0.856263  -5.225553  -0.595843  0.73
C  -0.335692  -4.059713  -1.397087  -1.05
C  0.312189  -4.525256  -2.701972  2.08
C  -0.814485  -4.858268  -3.688882  -1.84
C  1.073690  -3.384268  -3.247027  -2.37
N  1.181291  -5.639221  -2.450296  0.54
O  1.974443  -5.985171  -3.554849  -0.56
H  2.780151  -7.798100  -1.964734  0.45
H  2.958257  -6.479329  -0.842383  0.44
H  2.208432  -7.913800  -0.237102  0.35
H  -0.529493  -7.580154  -3.028767  0.36
H  0.813536  -8.607417  -2.733103  0.38
H  -0.467319  -8.494756  -1.542208  0.30
H  -0.152493  -7.050387  0.265549  0.55
H  1.015729  -5.744239  0.315862  0.30
H  -1.629523  -5.731822  -1.203721  0.29
H  -1.400932  -4.954326  0.307656  -1.08
H  0.449621  -3.549401  -0.816921  0.28
H  -1.114218  -3.330107  -1.618295  0.41
H  -1.617561  -4.121666  -3.766300  0.36
H  -1.284627  -5.809630  -3.431311  0.36
H  -0.431463  -5.040167  -4.702941  0.35
H  1.498516  -3.560160  -4.233433  0.45
H  1.873931  -3.076395  -2.556369  0.46
H  0.435285  -2.498440  -3.303987  0.43
H  2.840093  -5.617504  -3.333804  0.34
C  3.656259  -0.003592  0.194816  -1.51
C  4.630949  0.790741  1.082450  2.24
C  5.952194  0.056224  1.157111  -2.14
C  4.957976  2.145790  0.446688  -1.53
C  3.811075  3.123392  0.481060  0.66
C  3.367536  3.356044  1.928115  -1.43
C  3.074997  2.064015  2.687990  2.59
C  3.095495  2.366604  4.182719  -2.24
C  1.677951  1.542273  2.300551  -0.23
N  4.130762  1.098728  2.404196  -0.11
O  3.997435  -0.074608  3.188070  -0.38
H  3.949183  -0.058222  -0.861658  0.46
H  2.607790  0.244376  0.308024  0.00
H  3.710703  -1.081394  0.435623  0.40
H  6.530816  0.249279  0.251455  0.41
H  5.823326  -1.023155  1.247457  0.35
H  6.556873  0.406653  1.996378  0.47
H  5.845993  2.617282  0.895331  0.38
H  5.296920  2.057406  -0.597590  0.47
H  2.924304  2.670292  0.014284  -0.49
H  3.924788  4.094119  -0.003019  0.41
H  2.414719  3.909285  1.879793  0.34
H  4.006649  4.048865  2.488804  0.34
H  2.454058  3.214950  4.421421  0.41
H  2.819013  1.507348  4.798013  0.33
H  4.119644  2.620325  4.480996  0.54
H  0.916861  2.067281  2.889150  0.74
H  1.375697  1.714435  1.266384  -0.39
H  1.637539  0.469070  2.477414  -1.05
H  4.627932  0.034486  3.909831  0.36
C  -2.253443  -6.290580  3.106931  -0.53
O  -3.106395  -5.545323  2.271262  -0.40
C  -2.985937  -4.165076  2.499535  0.03
C  -4.174613  -3.442203  1.850007  -0.11
C  -4.317239  -3.828668  0.376740  -1.20
N  -4.095215  -1.958635  2.075122  -0.56
H  -1.224337  -6.246910  2.714550  0.02
H  -2.529407  -7.344640  3.082951  0.34
H  -2.296307  -5.921651  4.135423  0.34
H  -3.006239  -3.920631  3.576211  0.51
H  -2.044850  -3.793051  2.053147  -0.23
H  -5.052870  -3.844800  2.398303  0.44
H  -4.561765  -4.879349  0.250521  0.34
H  -3.306643  -3.726382  -0.048997  0.03
H  -5.040111  -3.203280  -0.143593  0.47
H  -4.246670  -1.810713  3.075928  0.23
H  -4.941846  -1.555693  1.669410  0.28
C  0.415345  -5.380739  5.457441  -0.68
O  1.283094  -4.356234  5.116623  -0.40
C  1.204483  -3.985264  3.789146  0.26
C  1.692472  -2.574489  3.702068  0.43
C  0.795399  -1.672232  4.544247  -0.88
N  1.837547  -2.113979  2.314201  -0.30
H  0.433248  -6.258847  4.793657  0.27
H  -0.598226  -4.955010  5.439276  0.23
H  0.662879  -5.750611  6.448848  0.34
H  1.765640  -4.652049  3.119742  0.33
H  0.149681  -3.989795  3.443132  -0.52
H  2.698240  -2.501383  4.141111  0.41
H  -0.247699  -1.838551  4.257074  -0.02
H  1.051121  -0.622833  4.390108  0.15
H  0.932768  -1.877275  5.607782  0.41
H  2.345229  -1.241039  2.296125  -0.40
H  0.904228  -1.893864  1.939075  0.06
C  -0.797643  0.427814  -0.244325  -0.48
C  -1.416950  0.143262  1.113921  0.17
O  -1.194920  -1.163842  1.562664  0.14
H  -1.377924  -0.002600  -1.058954  0.76
H  0.207697  -0.005743  -0.302264  0.14
H  -0.689988  1.513479  -0.336138  -0.44
H  -2.508327  0.265876  1.025897  0.21
H  -1.085359  0.891973  1.837391  -0.14
H  -2.037258  -1.652099  1.590282  -0.30

Atoms 1-2, force components in eV/Å:
-0.06 -0.25 0.35
1.29 -0.53 0.30


Entry 2:
A 9-piece molecular cluster, C46H107N5O8S4 overall at a distorted geometry, computed with ωB97M-V/def2-TZVPD.

Properties
Maximum force (Eh/bohr): 0.033
Frontier orbital gap (eV): 8.7
HOMO (eV): -8.67
Lowest unoccupied orbital energy (eV): 0.078
2S+1: 1
SMILES string: O=S1(=O)CCCC1.O=S1(=O)CCCC1.O=S1(=O)CCCC1.O=S1(=O)CCCC1.CCN(CC)CC.CCN(CC)CC.CCN(CC)CC.CCN(CC)CC.CCN(CC)CC
Relative energy (zero: lowest compared OMol25 entry of this formula, charge and spin) (kcal per mole): 0.0

Each line ends with the Mulliken charge.
Geometry (Å):
O  -6.779017  4.135501  3.733095  -0.68
S  -6.196086  3.655719  2.495061  1.06
O  -6.568069  4.302527  1.261050  -0.58
C  -4.362665  3.484037  2.564349  -0.82
C  -4.031433  1.986135  2.587515  0.98
C  -5.165706  1.320760  1.817496  0.68
C  -6.445456  1.864996  2.423571  -1.11
H  -4.003922  4.060633  3.414944  0.55
H  -3.956848  3.942653  1.662596  0.30
H  -3.092854  1.787439  2.073922  -1.06
H  -3.987130  1.657226  3.625697  0.51
H  -5.165228  0.229893  1.840933  -0.65
H  -5.189750  1.554147  0.747565  0.03
H  -6.445890  1.616029  3.490079  0.38
H  -7.450638  1.672055  2.057424  0.59
O  2.376558  -5.826754  -0.899426  -0.62
S  3.475179  -4.946536  -0.567741  1.05
O  4.637583  -5.508163  0.103076  -0.69
C  4.057820  -4.006680  -2.024731  -0.84
C  4.432332  -2.624095  -1.455982  -0.71
C  3.511320  -2.289429  -0.237839  0.78
C  2.821729  -3.516956  0.326122  -0.10
H  3.140713  -3.942398  -2.615817  0.21
H  4.837227  -4.462750  -2.624972  0.51
H  5.439676  -2.611977  -1.040702  0.43
H  4.404089  -1.897947  -2.266120  0.38
H  2.826299  -1.506050  -0.566743  -0.93
H  4.133739  -1.768592  0.490358  0.34
H  1.755704  -3.473293  0.103161  -0.49
H  2.954002  -3.736600  1.382784  0.69
O  -3.311788  -9.203497  0.060578  -0.67
S  -2.435165  -8.731361  1.093199  1.19
O  -2.828311  -8.899996  2.476933  -0.68
C  -0.738616  -9.346782  0.883106  -0.70
C  0.199441  -8.114567  1.013701  -0.70
C  -0.567446  -6.832268  1.399060  0.45
C  -1.994821  -6.968986  0.839821  -0.45
H  -0.731963  -9.678725  -0.154393  0.35
H  -0.573869  -10.184849  1.551113  0.41
H  0.930945  -8.398102  1.767599  0.39
H  0.676972  -7.980845  0.047076  0.16
H  -0.068867  -5.951740  0.997002  -0.40
H  -0.630520  -6.682304  2.477138  0.36
H  -2.002450  -6.844397  -0.244619  0.32
H  -2.763187  -6.340358  1.282109  0.03
O  -6.466859  4.446893  -3.637860  -0.65
S  -5.127702  4.972589  -3.616389  1.19
O  -4.868647  6.249260  -4.244112  -0.68
C  -4.532696  5.019791  -1.939874  -0.87
C  -3.833305  3.659810  -1.742580  -0.02
C  -3.082091  3.331417  -3.040866  -0.52
C  -3.888559  3.769474  -4.266177  -0.88
H  -5.332912  5.300045  -1.257509  0.45
H  -3.842319  5.866155  -1.934768  0.37
H  -3.226342  3.617961  -0.842410  0.13
H  -4.594112  2.876125  -1.694990  0.14
H  -2.930878  2.251438  -3.119127  0.16
H  -2.059422  3.714343  -3.061158  0.40
H  -4.403289  2.977438  -4.802100  0.38
H  -3.370523  4.409174  -4.976826  0.39
C  5.242686  1.597762  -1.286411  -1.46
C  4.383636  2.439519  -0.342341  1.08
N  4.574412  3.872155  -0.634943  0.10
C  3.342240  4.620627  -0.343195  -0.41
C  2.291812  4.333238  -1.434508  -0.65
C  5.726854  4.365656  0.148386  -0.34
C  6.117685  5.790668  -0.163121  -1.24
H  5.106035  0.557735  -0.984052  0.12
H  6.286357  1.907388  -1.259020  0.47
H  4.884897  1.822367  -2.288948  0.32
H  3.367054  2.075718  -0.503999  -1.10
H  4.647177  2.268227  0.710649  0.36
H  2.921191  4.260999  0.605353  0.13
H  3.517332  5.692868  -0.348024  0.43
H  1.388361  4.893976  -1.186670  0.53
H  2.643994  4.573532  -2.434811  0.30
H  2.063462  3.271663  -1.374498  -0.28
H  6.561235  3.713621  -0.127847  0.28
H  5.537150  4.156010  1.210934  0.27
H  5.270324  6.435075  0.071072  0.35
H  6.515301  5.887376  -1.169858  0.28
H  6.901508  6.135795  0.515427  0.41
C  -5.086675  -2.394486  2.174769  -1.02
C  -4.129677  -3.341578  2.906850  -0.20
N  -2.834251  -2.750397  3.222384  1.03
C  -2.980411  -1.617537  4.152777  -0.43
C  -3.588752  -1.964510  5.513910  -1.52
C  -1.961002  -3.809227  3.745070  -0.20
C  -0.592738  -3.334132  4.220566  -1.36
H  -5.789447  -2.976904  1.585366  0.44
H  -4.529768  -1.746489  1.491789  -0.11
H  -5.564940  -1.743123  2.908636  0.32
H  -4.647962  -3.738927  3.787339  0.50
H  -3.985517  -4.192578  2.234447  -0.11
H  -1.981242  -1.176322  4.226339  0.26
H  -3.481241  -0.773211  3.668888  0.14
H  -4.616359  -2.316000  5.491981  0.31
H  -2.901404  -2.633068  6.030917  0.30
H  -3.628456  -1.070247  6.145736  0.46
H  -1.855367  -4.492013  2.896294  -0.15
H  -2.413350  -4.426680  4.534114  0.38
H  -0.686313  -2.632980  5.048564  0.33
H  -0.075070  -2.881218  3.371835  0.16
H  0.004039  -4.173590  4.575803  0.52
C  -2.420996  -0.011678  -0.402692  -0.63
C  -1.095535  -0.481486  0.264627  1.16
N  -0.223587  -1.210378  -0.633361  1.84
C  -0.710797  -2.457828  -1.198718  -0.94
C  -1.393804  -3.350744  -0.190203  -0.57
C  0.400683  -0.402619  -1.665667  -1.58
C  1.234849  0.754565  -1.111389  0.04
H  -3.104501  0.253460  0.411033  -0.48
H  -2.863488  -0.837915  -0.955166  0.50
H  -2.280524  0.864269  -1.033282  0.07
H  -0.642950  0.388870  0.744442  -1.14
H  -1.300003  -1.150169  1.107528  -0.14
H  -1.366615  -2.320945  -2.071399  0.38
H  0.145910  -2.994765  -1.619464  0.45
H  -1.532938  -4.336662  -0.643792  0.35
H  -0.830178  -3.604567  0.711800  -0.24
H  -2.360429  -2.947179  0.112520  0.16
H  -0.255640  0.108068  -2.386329  0.23
H  1.082163  -1.037004  -2.235978  0.12
H  2.037180  0.986682  -1.813292  0.10
H  1.733644  0.535415  -0.160726  -0.54
H  0.626682  1.632621  -0.884030  0.45
C  0.788287  1.883504  -6.996585  -0.98
C  2.038282  0.994744  -7.025680  -0.81
N  2.646822  0.733985  -5.721639  0.06
C  1.841045  -0.133467  -4.878549  0.99
C  1.596877  -1.507268  -5.443352  -1.69
C  3.030399  1.941844  -5.006126  0.67
C  3.958351  2.896991  -5.752859  -1.53
H  0.270139  1.695324  -7.945222  0.39
H  0.992867  2.947122  -6.921502  0.29
H  0.024670  1.567717  -6.282617  0.22
H  1.955515  0.060645  -7.580996  0.51
H  2.784649  1.515826  -7.633959  0.42
H  0.868949  0.311566  -4.608291  -0.03
H  2.386275  -0.190377  -3.931389  -0.47
H  1.524681  -2.302096  -4.690978  0.38
H  2.442042  -1.924228  -6.005043  0.43
H  0.724339  -1.611975  -6.088627  0.33
H  2.119587  2.439420  -4.636679  0.31
H  3.598773  1.684298  -4.109178  -0.46
H  4.933184  2.453029  -5.931646  0.30
H  3.512729  3.254414  -6.682154  0.43
H  4.022282  3.767837  -5.096987  0.39
C  2.302303  0.068654  2.634947  0.01
C  2.044313  1.032857  3.779286  -1.12
N  2.079427  2.436612  3.378949  0.40
C  1.929370  3.295127  4.560219  -0.61
C  3.282726  3.402364  5.273453  -1.16
C  1.099009  2.810399  2.324800  0.22
C  -0.341501  2.442261  2.681118  -0.57
H  2.570004  -0.904821  3.056289  0.60
H  3.080401  0.401424  1.949466  -0.15
H  1.369598  -0.150788  2.106153  -0.34
H  1.071178  0.773140  4.221554  0.31
H  2.780173  0.896873  4.568591  0.54
H  1.709367  4.303950  4.205940  0.39
H  1.103654  2.979701  5.210305  0.32
H  3.967356  3.847487  4.548997  0.22
H  3.323752  4.030979  6.167054  0.40
H  3.756896  2.475957  5.601420  0.32
H  1.407176  2.259624  1.434657  -0.95
H  1.174361  3.878401  2.138360  0.89
H  -0.916136  2.276954  1.763202  -0.17
H  -0.798148  3.179646  3.339819  0.41
H  -0.463857  1.462934  3.151706  0.05

Atoms 1-2, force components in eV/Å:
0.63 -0.06 -0.49
-0.03 -0.53 0.45


Which value of lowest unoccupied orbital energy does entry 1 give? 0.496 eV


The highest frontier orbital gap belongs to which entry? C46H107N5O8S4


Which formula does entry 2 have? C46H107N5O8S4